*P*
Formula: C6H8N2
Source: the OMol25 dataset
Level of theory: ωB97M-V/def2-TZVPD

Geometry as XYZ:
```
16
Properties=species:S:1:pos:R:3:mulliken_charge:R:1
N -3.26 -0.31 -0.80 -0.51
C -2.21 -0.25 -0.30 0.10
C -0.84 0.08 0.40 1.18
C 0.05 -1.02 0.94 -1.21
C 1.08 -0.89 -0.47 -0.40
C 1.28 0.55 -0.92 -0.47
N -0.16 0.91 -0.50 -0.44
C -0.68 1.41 0.80 -0.98
H 0.48 -1.02 1.81 0.51
H -0.50 -1.98 1.11 0.33
H 2.06 -1.58 -0.42 0.31
H 0.34 -1.06 -1.44 0.25
H 1.22 0.65 -2.12 0.26
H 2.09 0.97 -0.39 0.33
H -1.10 2.30 0.77 0.48
H 0.16 1.23 1.54 0.27
```

Computed properties:
Orbital gap: 10.357 eV
SMILES: N#C[C@@]12CCCN1C2
LUMO energy: 0.751 eV
HOMO: -0.3530 Eh



*Q*
Formula: C6H8N2
Source: the OMol25 dataset
Level of theory: ωB97M-V/def2-TZVPD

Geometry as XYZ:
```
16
Properties=species:S:1:pos:R:3:mulliken_charge:R:1
C 1.51 0.66 -0.67 -0.59
C 0.08 0.74 -1.41 -0.53
C -0.71 -0.25 -0.61 0.26
C -2.04 -1.30 0.48 -0.54
C -0.97 -1.04 1.35 -0.21
C 1.16 0.33 0.82 -0.44
H 2.31 -0.01 -1.06 0.32
H 1.85 1.68 -0.74 0.29
H -0.38 1.65 -1.31 0.31
H 0.06 0.33 -2.43 0.29
H -3.07 -1.48 0.74 0.37
H -0.85 -1.11 2.46 0.34
H 1.99 -0.28 1.19 0.29
H 1.04 1.32 1.32 0.27
N -1.87 -0.81 -0.78 -0.65
N -0.11 -0.41 0.65 0.20
```

Computed properties:
Orbital gap: 8.790 eV
LUMO energy: 0.886 eV
HOMO: -0.2905 Eh



Stability summary: most stable *Q*, least stable *P*.



*P*
Formula: C6H8N2
Source: the OMol25 dataset
Level of theory: ωB97M-V/def2-TZVPD

Geometry as XYZ:
```
16
Properties=species:S:1:pos:R:3:mulliken_charge:R:1
C 1.21 -0.64 -2.84 -1.00
C 0.34 -0.41 -1.53 -0.10
C 0.67 -0.61 -0.26 -0.55
C -0.28 0.05 0.69 0.40
N -1.33 0.81 0.38 -0.50
C -1.81 1.17 1.62 -0.24
C -0.97 0.84 2.68 -0.40
N -0.04 0.00 2.05 -0.18
H 1.61 0.44 -3.12 0.21
H 0.86 -1.13 -3.71 0.35
H 2.11 -1.24 -2.52 0.27
H -0.65 0.04 -1.62 0.41
H 1.37 -1.25 0.17 0.37
H -2.79 1.76 1.53 0.35
H -0.99 0.60 3.70 0.33
H 0.67 -0.40 2.79 0.29
```

Computed properties:
Orbital gap: 8.889 eV
SMILES: C/C=C/c1ncc[nH]1
LUMO energy: 0.823 eV
HOMO: -0.2964 Eh



*Q*
Formula: C6H8N2
Source: the OMol25 dataset
Level of theory: ωB97M-V/def2-TZVPD

Geometry as XYZ:
```
16
Properties=species:S:1:pos:R:3:mulliken_charge:R:1
C -2.46 -0.41 0.13 -0.95
C -1.23 0.15 0.14 0.38
C -0.86 1.49 -0.17 -0.13
N 0.42 1.82 0.03 -0.66
N 0.97 0.75 0.75 0.07
C 2.02 0.14 0.02 -0.39
C 1.09 -0.99 -0.46 -0.80
C 0.09 -0.43 0.68 -0.01
H -2.61 -1.50 0.36 0.25
H -3.27 0.07 -0.42 0.28
H -1.61 2.23 -0.54 0.38
H 2.30 0.73 -0.85 0.30
H 2.94 -0.14 0.58 0.28
H 1.52 -1.98 -0.46 0.36
H 0.67 -0.92 -1.40 0.26
H 0.02 -1.03 1.60 0.38
```

Computed properties:
Orbital gap: 8.513 eV
SMILES: C=C1C=NN2CC[C@H]12
LUMO energy: 0.432 eV
HOMO: -0.2970 Eh



*R*
Formula: C6H8N2
Source: the OMol25 dataset
Level of theory: ωB97M-V/def2-TZVPD

Geometry as XYZ:
```
16
Properties=species:S:1:pos:R:3:mulliken_charge:R:1
N -0.69 -2.85 2.20 -0.46
C -0.62 -1.95 1.46 -0.03
C -0.61 -0.82 0.51 0.25
C 0.45 -1.04 -0.59 -0.73
C 0.69 0.16 -1.47 -0.44
C 0.34 1.42 -1.00 -0.23
C -0.32 1.62 0.33 -0.73
N -0.23 0.42 1.21 -0.45
H -1.64 -0.68 0.09 0.32
H 0.13 -1.89 -1.21 0.38
H 1.35 -1.36 -0.11 0.35
H 1.16 0.06 -2.44 0.39
H 0.52 2.29 -1.64 0.37
H -1.37 1.86 0.21 0.28
H 0.17 2.47 0.82 0.38
H 0.68 0.31 1.63 0.32
```

Computed properties:
Orbital gap: 10.172 eV
SMILES: N#C[C@@H]1CC=CCN1
LUMO energy: 0.805 eV
HOMO: -0.3442 Eh



Stability summary: most stable *R*, least stable *Q*.



*P*
Formula: C2H2N2O4
Source: the OMol25 dataset
Level of theory: ωB97M-V/def2-TZVPD

Geometry as XYZ:
```
10
Properties=species:S:1:pos:R:3:mulliken_charge:R:1
O -0.25 -2.17 1.60 -0.41
C -0.32 -1.27 0.89 0.55
O -1.42 -0.48 0.67 -0.24
N -1.17 0.75 0.10 -0.11
N 0.03 0.29 -0.80 0.06
O 0.97 1.35 -1.03 -0.45
C 0.77 -0.66 -0.05 0.33
O 1.80 -1.09 -0.28 -0.38
H -0.91 1.41 0.75 0.25
H 0.51 1.86 -1.84 0.39
```

Computed properties:
Orbital gap: 9.688 eV
SMILES: O=c1o[nH]n(O)c1=O
LUMO energy: -0.376 eV
HOMO: -0.3698 Eh



*Q*
Formula: C2H2N2O4
Source: the OMol25 dataset
Level of theory: ωB97M-V/def2-TZVPD

Geometry as XYZ:
```
10
Properties=species:S:1:pos:R:3:mulliken_charge:R:1
C -0.43 0.91 0.87 0.62
C -0.53 -0.74 -0.52 0.50
H 2.25 -1.33 -0.07 0.31
H 1.95 -0.74 -2.06 0.23
N 1.80 -0.57 -1.09 -0.58
N 0.66 -0.03 -0.71 0.38
O 0.81 0.97 0.18 -0.21
O -0.57 1.47 1.99 -0.52
O -1.22 0.11 0.26 -0.19
O -0.98 -1.91 -0.84 -0.55
```

Computed properties:
Orbital gap: 10.037 eV
LUMO energy: -0.235 eV
HOMO: -0.3775 Eh



Stability summary: most stable *Q*, least stable *P*.



*P*
Formula: C10H16O
Source: the OMol25 dataset
Level of theory: ωB97M-V/def2-TZVPD

Geometry as XYZ:
```
27
Properties=species:S:1:pos:R:3:mulliken_charge:R:1
C 1.16 -3.18 1.11 -1.08
C 1.49 -1.74 0.64 -0.86
C 0.53 -1.23 -0.41 0.30
C 0.63 -1.57 -1.75 -0.63
C -0.15 -0.95 -2.72 -0.43
C -1.03 0.04 -2.36 0.57
O -1.52 0.94 -3.26 -0.52
C -1.31 0.19 -1.02 -0.51
C -0.57 -0.47 -0.04 -0.76
H 0.65 -3.06 2.07 0.30
H 2.06 -3.76 1.26 0.31
H 0.52 -3.75 0.44 0.34
H 1.44 -0.99 1.42 0.34
H 2.52 -1.69 0.28 0.42
H 1.45 -2.14 -2.18 0.36
H -0.16 -1.29 -3.75 0.30
H -1.36 0.61 -4.16 0.29
H -2.19 0.75 -0.71 0.40
H -0.82 -0.34 1.00 0.80
C -0.40 3.67 1.52 -1.01
C -0.38 2.22 2.01 -0.55
H -0.32 4.38 2.34 0.32
H 0.48 3.85 0.92 0.29
H -1.22 3.94 0.86 0.27
H -0.13 2.15 3.07 0.43
H -1.44 1.89 2.07 0.25
H 0.09 1.54 1.33 0.05
```

Computed properties:
Orbital gap: 9.249 eV
SMILES: CCc1ccc(O)cc1.CC
LUMO energy: 0.873 eV
HOMO: -0.3078 Eh



*Q*
Formula: C10H16O
Source: the OMol25 dataset
Level of theory: ωB97M-V/def2-TZVPD

Geometry as XYZ:
```
27
Properties=species:S:1:pos:R:3:mulliken_charge:R:1
C -1.48 1.55 0.45 -1.12
C -1.58 0.57 1.51 0.31
O -1.11 0.81 2.76 -0.50
C -2.10 -0.69 1.45 -0.49
C -2.53 -1.17 0.15 -0.38
C -1.85 -1.31 -1.02 -0.33
C -0.49 -0.89 -1.41 -0.48
C 0.40 -0.64 -0.47 0.04
C 1.90 -0.48 -0.57 0.85
C 2.40 0.28 -1.76 -1.43
C 2.43 0.12 0.73 -1.36
H -1.21 1.15 -0.53 0.27
H -0.82 2.33 0.83 0.36
H -2.37 2.03 0.24 0.33
H -0.56 1.63 2.86 0.34
H -2.53 -1.17 2.31 0.43
H -3.54 -1.47 0.02 0.40
H -2.55 -1.74 -1.78 0.22
H -0.22 -1.00 -2.48 0.29
H 0.11 -0.61 0.62 0.07
H 2.33 -1.51 -0.69 0.13
H 2.05 1.33 -1.86 0.31
H 2.08 -0.27 -2.67 0.36
H 3.51 0.27 -1.93 0.37
H 3.44 -0.37 0.97 0.32
H 1.71 0.01 1.54 0.42
H 2.58 1.22 0.73 0.28
```

Computed properties:
Orbital gap: 8.299 eV
SMILES: C\C(O)=C/C=C\C=C\C(C)C
LUMO energy: 0.719 eV
HOMO: -0.2785 Eh



Stability summary: most stable *P*, least stable *Q*.



*P*
Formula: C23H27N3O5S
Source: the OMol25 dataset
Level of theory: ωB97M-V/def2-TZVPD

Geometry as XYZ:
```
59
Properties=species:S:1:pos:R:3:mulliken_charge:R:1
C -7.75 1.89 4.28 -1.04
C -6.24 2.01 4.50 -0.42
O -5.56 2.49 3.36 -0.45
C -5.33 1.68 2.31 0.84
C -4.74 2.29 1.20 -0.76
C -4.43 1.56 0.07 -0.02
C -4.72 0.21 0.04 -0.16
S -4.35 -0.76 -1.41 1.34
O -3.68 0.05 -2.38 -0.63
O -5.51 -1.50 -1.80 -0.76
N -3.32 -1.95 -0.80 -0.22
C -1.97 -1.80 -0.55 1.25
C -1.41 -0.53 -0.41 -0.09
C -0.06 -0.38 -0.16 -1.15
C 0.76 -1.50 -0.02 0.43
C 2.22 -1.41 0.27 0.37
O 2.82 -2.28 0.88 -0.68
N 2.82 -0.28 -0.18 -0.02
C 4.25 -0.10 -0.08 -1.09
C 4.98 -0.53 -1.37 0.80
C 4.76 0.46 -2.48 -0.37
C 5.53 0.78 -3.56 -0.64
C 4.81 1.77 -4.28 -0.50
C 3.66 1.98 -3.59 -0.61
O 3.62 1.19 -2.49 -0.30
N 6.41 -0.76 -1.23 -0.01
C 6.74 -2.00 -0.57 -0.93
C 7.13 0.36 -0.64 -1.15
C 0.19 -2.77 -0.13 -0.87
C -1.15 -2.92 -0.41 -0.78
C -5.30 -0.42 1.12 -1.19
C -5.61 0.31 2.26 -0.19
H -8.15 2.85 3.99 0.31
H -7.97 1.17 3.50 0.34
H -8.23 1.56 5.20 0.35
H -5.81 1.05 4.83 0.33
H -6.04 2.76 5.27 0.31
H -4.53 3.35 1.25 0.42
H -3.99 2.02 -0.80 0.55
H -3.65 -2.88 -0.97 0.24
H -2.04 0.34 -0.52 0.19
H 0.34 0.61 -0.03 0.46
H 2.34 0.31 -0.83 0.31
H 4.46 0.95 0.14 0.26
H 4.58 -0.73 0.75 0.42
H 4.55 -1.49 -1.68 0.36
H 6.48 0.36 -3.80 0.57
H 5.12 2.25 -5.19 0.45
H 2.83 2.63 -3.76 0.48
H 6.24 -2.82 -1.08 0.32
H 6.46 -2.03 0.49 0.33
H 7.82 -2.16 -0.65 0.37
H 6.82 1.28 -1.13 0.36
H 6.97 0.46 0.44 0.34
H 8.19 0.21 -0.82 0.37
H 0.83 -3.63 0.00 0.44
H -1.58 -3.90 -0.51 0.34
H -5.53 -1.47 1.06 0.38
H -6.07 -0.20 3.09 0.37
```

Computed properties:
Orbital gap: 8.913 eV
SMILES: CCOc1ccc(S(=O)(=O)Nc2ccc(C(=O)NC[C@@H](c3ccco3)N(C)C)cc2)cc1
LUMO energy: 0.599 eV
HOMO: -0.3055 Eh



*Q*
Formula: C23H27N3O5S
Source: the OMol25 dataset
Level of theory: ωB97M-V/def2-TZVPD

Geometry as XYZ:
```
59
Properties=species:S:1:pos:R:3:mulliken_charge:R:1
C -0.01 1.94 -3.50 -1.03
O 0.41 0.66 -3.09 -0.36
C -0.50 -0.21 -2.57 1.32
C -1.86 0.06 -2.52 -0.34
C -2.77 -0.87 -2.04 -1.25
C -2.33 -2.11 -1.60 0.49
C -3.28 -3.12 -1.01 -1.47
N -3.16 -3.06 0.43 -0.11
C -2.56 -4.03 1.16 0.74
O -2.39 -5.16 0.78 -0.64
C -2.02 -3.52 2.51 -1.13
N -0.73 -2.94 2.25 0.04
C 0.43 -3.67 2.18 -0.28
C 1.44 -2.91 1.68 -1.54
C 0.89 -1.63 1.39 0.95
C 1.41 -0.46 0.85 -0.33
C 0.54 0.60 0.65 0.60
S 1.20 2.11 -0.01 1.60
O 0.10 2.94 -0.46 -0.77
O 2.24 1.83 -0.96 -0.89
N 1.94 2.73 1.37 -0.01
C 1.03 3.47 2.22 -0.65
C 1.11 4.91 1.72 -0.62
C 2.59 5.06 1.34 -0.52
C 3.08 3.61 1.12 -0.69
C -0.80 0.55 1.02 -0.94
C -1.33 -0.59 1.59 -1.27
C -0.49 -1.69 1.75 -0.15
C -0.97 -2.37 -1.61 -0.03
C -0.04 -1.45 -2.08 0.00
O 1.25 -1.87 -2.00 -0.46
C 2.32 -1.11 -2.52 -0.62
H 0.89 2.43 -3.86 0.26
H -0.42 2.51 -2.66 0.35
H -0.74 1.88 -4.32 0.38
H -2.23 1.01 -2.86 0.44
H -3.82 -0.63 -2.03 0.33
H -4.31 -2.90 -1.30 0.36
H -3.03 -4.14 -1.31 0.51
H -3.17 -2.12 0.81 0.36
H -1.90 -4.37 3.19 0.48
H -2.69 -2.78 2.97 0.40
H 0.44 -4.69 2.49 0.45
H 2.45 -3.21 1.52 0.51
H 2.44 -0.36 0.56 0.57
H 0.03 3.04 2.14 0.29
H 1.38 3.38 3.25 0.45
H 0.79 5.63 2.47 0.49
H 0.48 5.01 0.84 0.17
H 2.72 5.67 0.45 0.30
H 3.15 5.52 2.16 0.27
H 3.43 3.43 0.10 0.29
H 3.88 3.35 1.82 0.41
H -1.41 1.41 0.83 0.57
H -2.36 -0.60 1.92 0.60
H -0.59 -3.31 -1.25 0.48
H 2.40 -0.13 -2.06 0.08
H 2.23 -0.99 -3.60 0.31
H 3.21 -1.71 -2.30 0.27
```

Computed properties:
Orbital gap: 8.375 eV
SMILES: COc1ccc(CNC(=O)Cn2ccc3cc(S(=O)(=O)N4CCCC4)ccc32)cc1OC
LUMO energy: 0.565 eV
HOMO: -0.2870 Eh



Stability summary: most stable *Q*, least stable *P*.